[1]
Entry from the Open Molecules 2025 dataset: C28H42FeN6O7P as an isolated structure (wB97M-V/def2-TZVPD).

```
85
Properties=species:S:1:pos:R:3:lowdin_spin:R:1
Fe 0.791 -0.471 0.604 0.761
C -3.042 -2.303 0.245 0.001
C -1.785 -1.517 0.151 0.007
N -0.803 -1.602 0.980 -0.005
C -0.770 -2.441 2.166 0.000
C 0.268 -1.836 3.118 0.000
N 1.470 -1.328 2.403 -0.003
C 2.453 -2.408 2.125 0.001
C 2.171 -2.997 0.760 -0.001
N 2.055 -1.872 -0.186 -0.008
C 3.398 -1.247 -0.482 0.011
C 3.337 0.224 -0.060 0.016
N 1.964 0.673 -0.217 0.213
C 1.582 1.208 -1.493 0.018
C 2.073 2.614 -1.745 0.005
C 0.089 0.996 -1.641 -0.002
C -0.780 1.561 -2.558 0.001
C -2.059 1.024 -2.658 -0.001
C -2.454 -0.036 -1.844 0.002
C -1.556 -0.498 -0.904 -0.002
N -0.327 0.021 -0.844 -0.008
H -2.811 -3.356 0.407 0.000
H -3.632 -2.226 -0.664 0.000
H -3.647 -1.956 1.088 0.000
H -0.520 -3.468 1.890 0.000
H -1.743 -2.478 2.663 0.000
H 0.556 -2.570 3.874 0.000
H -0.167 -0.992 3.637 0.000
H 1.914 -0.637 3.000 0.001
H 2.402 -3.181 2.893 0.000
H 3.453 -1.978 2.159 0.000
H 1.233 -3.550 0.752 0.000
H 2.964 -3.687 0.464 0.000
H 1.701 -2.228 -1.066 0.000
H 3.571 -1.334 -1.548 0.000
H 4.185 -1.796 0.033 0.000
H 4.063 0.822 -0.613 0.002
H 3.594 0.319 0.999 0.001
H 3.144 2.676 -1.562 0.000
H 1.565 3.283 -1.051 0.000
H 1.893 2.936 -2.767 0.001
H -0.461 2.372 -3.199 0.000
H -2.754 1.428 -3.383 0.000
H -3.442 -0.464 -1.931 0.000
C -0.627 0.992 5.459 0.000
C -1.403 1.072 4.168 0.000
O -0.597 1.738 3.169 -0.005
P -0.324 1.482 1.617 -0.010
O 0.582 2.700 1.232 0.000
C 0.182 4.110 1.246 0.000
C 0.121 4.692 2.637 0.000
O -1.704 1.862 0.883 -0.005
C -3.034 1.570 1.371 0.000
C -3.693 2.839 1.854 0.000
H -1.231 0.504 6.224 0.000
H -0.371 1.991 5.808 0.000
H 0.300 0.429 5.338 0.000
H -2.302 1.676 4.297 0.000
H -1.719 0.089 3.812 0.000
H -0.771 4.191 0.724 0.000
H 0.953 4.597 0.654 0.000
H -0.709 4.286 3.212 0.000
H -0.014 5.772 2.559 0.000
H 1.049 4.505 3.176 0.000
H -2.991 0.820 2.163 0.000
H -3.580 1.137 0.533 0.000
H -3.151 3.263 2.701 0.000
H -4.717 2.635 2.166 0.000
H -3.719 3.580 1.056 0.000
O 2.234 1.386 -4.452 0.001
C 1.900 0.410 -3.848 0.002
O 2.063 0.232 -2.504 0.009
C 1.238 -0.780 -4.445 0.001
C 1.254 -1.001 -5.822 0.000
C 0.579 -2.091 -6.354 0.000
C -0.136 -2.953 -5.522 0.000
C -0.139 -2.698 -4.161 0.000
C 0.544 -1.637 -3.615 0.000
N -0.911 -3.558 -3.238 0.000
O -1.570 -4.451 -3.703 0.000
O -0.898 -3.262 -2.034 0.000
H 1.790 -0.311 -6.460 0.000
H 0.605 -2.276 -7.419 0.000
H -0.678 -3.801 -5.915 0.000
H 0.464 -1.441 -2.561 0.000
```

Computed properties:
total energy: -96653.64762 eV
relative energy (zero: lowest compared OMol25 entry of this formula, charge and spin): 3.8 kcal per mole
E_HOMO (spin up / spin down): -14.29 / -14.29 eV
max |F|: 0.0232 Eh/bohr
charge: +2
2S+1: 2
molar mass: 661.5 g mol⁻¹

---

[2]
Entry from the Open Molecules 2025 dataset: C28H42NO2SiY as an isolated structure (wB97M-V/def2-TZVPD).

```
75
Properties=species:S:1:pos:R:3:mulliken_charge:R:1
O 0.080 -0.307 -5.104 -0.180
C -0.065 1.002 -5.817 -0.593
C -0.159 0.387 -7.189 -0.758
H 0.819 1.643 -5.690 0.329
H -0.981 1.545 -5.550 0.246
C -0.027 -0.936 -6.406 1.507
H 0.695 0.604 -7.833 0.330
H -1.133 0.493 -7.672 0.300
C 1.213 -1.690 -6.823 -1.777
H 2.120 -1.089 -6.694 0.378
H 1.109 -1.956 -7.884 0.408
H 1.299 -2.613 -6.244 0.396
C -1.268 -1.780 -6.581 -1.783
H -2.184 -1.236 -6.318 0.375
H -1.201 -2.695 -5.986 0.406
H -1.337 -2.062 -7.641 0.420
Y -0.284 -0.508 1.203 0.344
C -2.582 -0.968 2.171 -0.452
C -2.459 0.451 2.286 -0.453
C -2.425 1.006 0.974 -1.242
H -2.506 1.015 3.217 0.643
C -2.616 -0.071 0.054 -0.024
C -2.656 -1.289 0.784 -0.977
H -2.796 -2.281 0.355 0.514
H -2.728 -1.667 2.993 0.711
H -2.346 2.068 0.727 0.514
H -2.915 0.022 -0.990 0.966
C 0.968 -2.399 2.489 -0.191
C -0.154 -2.957 1.815 -0.863
C 0.095 -2.884 0.407 -0.508
H -1.003 -3.452 2.290 0.571
C 1.357 -2.246 0.219 -0.696
C 1.909 -1.969 1.507 -0.649
H 2.900 -1.570 1.706 0.658
H 1.125 -2.360 3.569 0.571
H -0.520 -3.331 -0.377 0.601
H 1.875 -2.093 -0.728 0.513
O 0.639 0.589 -1.227 -0.268
C -0.144 -0.311 -2.090 -0.010
C -1.134 0.573 -2.826 -0.404
H -0.617 -1.142 -1.517 -0.195
H 0.570 -0.768 -2.785 0.461
C -0.213 1.777 -3.051 -0.804
H -1.977 0.895 -2.183 0.303
H -1.552 0.095 -3.710 0.270
C 0.434 1.950 -1.704 -0.652
H -0.726 2.647 -3.449 0.444
H 0.588 1.481 -3.732 0.153
H -0.212 2.497 -0.994 0.291
H 1.405 2.443 -1.708 0.371
C 2.337 1.509 1.385 -0.974
Si 1.838 1.444 3.193 0.398
C 3.143 0.560 4.198 -1.106
C 1.684 3.236 3.712 -1.475
N 0.345 0.496 3.296 0.609
C -0.259 0.339 4.532 -0.471
C -0.824 -0.907 4.933 0.303
C -1.363 -1.081 6.202 -1.058
C -1.407 -0.005 7.102 -0.540
C -0.881 1.238 6.719 -0.777
C -0.343 1.420 5.449 -0.177
H 3.296 2.052 1.341 0.574
H 1.619 2.085 0.780 -0.007
H 2.506 0.533 0.903 0.268
H 4.120 1.035 4.030 0.427
H 2.925 0.600 5.273 0.341
H 3.214 -0.495 3.902 0.260
H 0.696 3.653 3.477 0.385
H 1.891 3.397 4.777 0.355
H 2.432 3.807 3.144 0.385
H -0.795 -1.750 4.243 0.330
H -1.743 -2.065 6.492 0.402
H -1.846 -0.131 8.095 0.331
H -0.886 2.079 7.414 0.393
H 0.019 2.398 5.142 0.307
```

Computed properties:
total energy: -44224.42929 eV
relative energy (zero: lowest compared OMol25 entry of this formula, charge and spin): 15.1 kcal per mole
E_HOMO: -6.56 eV
max |F|: 0.0439 Eh/bohr
molar mass: 541.6 g mol⁻¹

---

[3]
Entry from the Open Molecules 2025 dataset: a 7-piece molecular cluster, C28H42O14 overall (wB97M-V/def2-TZVPD).

```
84
Properties=species:S:1:pos:R:3:lowdin_spin:R:1
O 0.994 4.378 -5.538 0.001
C 1.563 3.271 -5.529 0.000
O 2.201 2.861 -4.331 0.003
C 2.674 1.561 -4.412 0.000
C 2.398 1.099 -5.830 0.000
C 1.801 2.283 -6.645 0.000
H 2.014 1.011 -3.741 0.000
H 3.714 1.529 -4.087 0.000
H 1.682 0.280 -5.908 0.000
H 3.331 0.739 -6.262 0.000
H 0.919 1.859 -7.125 0.000
H 2.461 2.675 -7.418 0.000
O 0.412 -0.717 3.850 0.000
C 0.519 -1.586 4.668 0.000
O -0.328 -2.514 4.616 0.000
C -0.396 -3.217 5.891 0.000
C 0.895 -2.783 6.526 0.000
C 1.455 -1.562 5.878 0.000
H -0.414 -4.275 5.628 0.000
H -1.240 -2.952 6.529 0.000
H 1.520 -3.669 6.635 0.000
H 0.758 -2.684 7.603 0.000
H 2.537 -1.657 5.784 0.000
H 1.182 -0.703 6.490 0.000
O -4.732 3.269 4.296 0.000
C -4.370 2.112 3.959 0.000
O -3.584 2.016 2.815 0.000
C -2.922 0.704 2.783 0.000
C -3.194 0.139 4.134 0.000
C -4.553 0.710 4.565 0.000
H -1.855 0.831 2.600 0.000
H -3.325 0.075 1.990 0.000
H -2.291 0.399 4.687 0.000
H -3.278 -0.948 4.149 0.000
H -4.522 0.850 5.646 0.000
H -5.438 0.277 4.099 0.000
O 1.917 -4.708 4.165 0.000
C 1.920 -4.150 3.088 0.000
O 3.003 -3.497 2.669 0.000
C 2.710 -2.758 1.486 0.000
C 1.387 -3.446 0.970 0.000
C 0.767 -4.217 2.140 0.000
H 3.540 -2.912 0.797 0.000
H 2.622 -1.694 1.705 0.000
H 1.471 -4.116 0.114 0.000
H 0.696 -2.743 0.506 0.000
H 0.313 -5.181 1.907 0.000
H -0.046 -3.563 2.454 0.000
O -1.319 -1.014 -1.311 0.053
C -0.724 -0.015 -1.039 0.000
O -0.380 0.757 -1.995 0.102
C 0.267 1.967 -1.562 0.116
C 0.713 1.622 -0.114 0.021
C -0.301 0.611 0.346 0.005
H -0.282 2.883 -1.783 0.045
H 1.099 2.417 -2.104 0.030
H 1.063 2.427 0.533 0.003
H 1.697 1.158 -0.183 0.013
H -1.157 1.195 0.684 0.002
H -0.003 -0.145 1.072 0.000
O 0.718 4.951 -1.387 0.468
C 0.448 5.872 -2.168 0.040
O -0.805 6.141 -2.671 0.031
C -0.776 7.206 -3.552 0.003
C 0.693 7.385 -3.918 0.014
C 1.446 6.807 -2.805 0.045
H -1.198 8.119 -3.133 0.000
H -1.458 7.094 -4.394 0.002
H 0.818 8.440 -4.160 0.003
H 0.916 6.975 -4.903 0.000
H 1.814 7.644 -2.211 0.000
H 2.317 6.261 -3.167 -0.001
O -1.298 -5.701 -4.641 0.000
C -1.210 -5.523 -3.390 0.000
O -1.706 -6.260 -2.384 0.000
C -1.750 -5.587 -1.117 0.000
C -1.321 -4.214 -1.526 0.000
C -0.439 -4.402 -2.745 0.000
H -1.165 -6.125 -0.370 0.000
H -2.755 -5.732 -0.722 0.000
H -0.885 -3.799 -0.618 0.000
H -2.230 -3.640 -1.704 0.000
H 0.492 -4.866 -2.419 0.000
H -0.229 -3.585 -3.436 0.000
```

Computed properties:
total energy: -58369.48469 eV
relative energy (zero: lowest compared OMol25 entry of this formula, charge and spin): 33.0 kcal per mole
E_HOMO (spin up / spin down): -11.53 / -11.53 eV
max |F|: 0.1267 Eh/bohr
charge: +1
2S+1: 2
molar mass: 602.6 g mol⁻¹

---

[4]
Entry from the Open Molecules 2025 dataset: a 7-piece molecular cluster, C28H42O21 overall (wB97M-V/def2-TZVPD).

```
91
Properties=species:S:1:pos:R:3:mulliken_charge:R:1
C -4.944 2.319 -3.959 -1.371
C -3.711 3.037 -4.479 0.560
C -2.854 2.302 -5.513 0.057
O -2.683 3.218 -6.595 -0.345
C -3.433 4.292 -6.365 0.584
O -3.443 5.264 -7.046 -0.544
O -4.191 4.165 -5.264 -0.406
H -5.562 1.972 -4.786 0.364
H -5.569 3.003 -3.383 0.357
H -4.696 1.504 -3.279 0.321
H -3.084 3.488 -3.712 0.234
H -3.275 1.369 -5.889 0.229
H -1.918 2.033 -5.022 -0.022
C 2.802 -1.943 3.799 -1.084
C 3.994 -2.606 3.145 0.532
C 5.193 -2.829 4.079 -0.332
O 5.533 -4.202 3.924 -0.343
C 4.653 -4.788 3.083 0.576
O 4.696 -5.925 2.731 -0.558
O 3.725 -3.930 2.684 -0.313
H 1.897 -2.098 3.205 -0.104
H 2.910 -0.867 3.916 0.300
H 2.540 -2.363 4.772 0.530
H 4.270 -2.016 2.267 0.212
H 4.876 -2.690 5.115 0.282
H 6.009 -2.140 3.873 0.294
C -2.970 -1.176 6.571 -1.291
C -3.241 -1.203 5.074 0.293
C -2.760 0.046 4.308 -0.500
O -1.722 -0.392 3.473 -0.081
C -1.495 -1.720 3.660 0.528
O -0.605 -2.333 3.182 -0.464
O -2.384 -2.220 4.517 -0.395
H -1.892 -1.067 6.708 0.296
H -3.190 -2.093 7.115 0.367
H -3.537 -0.339 6.981 0.364
H -4.257 -1.420 4.747 0.337
H -2.430 0.804 5.028 0.242
H -3.546 0.544 3.737 0.309
C 2.959 4.595 3.827 -1.466
C 1.707 3.839 4.249 0.590
C 0.893 3.233 3.085 -0.568
O 0.559 1.933 3.601 -0.065
C 1.380 1.637 4.646 0.506
O 1.395 0.605 5.229 -0.498
O 2.122 2.700 4.995 -0.379
H 3.734 4.627 4.589 0.339
H 2.745 5.621 3.517 0.384
H 3.416 4.148 2.939 0.341
H 1.110 4.514 4.864 0.277
H 1.385 3.179 2.117 0.285
H -0.012 3.834 3.012 0.300
C -2.800 -5.077 -4.213 -1.468
C -1.776 -4.192 -3.525 0.537
C -2.303 -2.773 -3.278 -0.438
O -2.097 -2.592 -1.875 -0.243
C -1.574 -3.706 -1.319 0.620
O -1.276 -3.786 -0.172 -0.498
O -1.481 -4.693 -2.221 -0.370
H -2.342 -5.951 -4.681 0.360
H -3.217 -4.569 -5.088 0.392
H -3.630 -5.401 -3.589 0.348
H -0.924 -4.056 -4.192 0.246
H -3.385 -2.694 -3.407 0.283
H -1.802 -1.998 -3.855 0.246
C 1.755 2.731 -3.240 -0.841
C 2.882 1.865 -3.695 0.498
C 2.437 0.443 -4.022 0.123
O 2.933 0.228 -5.338 -0.399
C 3.433 1.359 -5.849 0.529
O 3.810 1.465 -6.972 -0.531
O 3.455 2.351 -4.922 -0.409
H 1.872 3.771 -3.555 0.464
H 1.705 2.841 -2.153 0.151
H 0.770 2.400 -3.565 -0.090
H 3.660 1.864 -2.927 0.206
H 1.349 0.412 -4.040 0.049
H 2.898 -0.232 -3.305 0.235
C 1.634 -0.111 0.681 -1.038
C 0.574 -0.555 -0.314 0.811
C -0.841 -0.449 0.287 -0.044
O -1.590 0.259 -0.712 -0.397
C -0.774 0.683 -1.674 0.370
O -1.166 1.140 -2.713 -0.509
O 0.491 0.338 -1.426 -0.031
H 2.583 -0.012 0.148 0.517
H 1.648 -0.775 1.543 0.038
H 1.463 0.891 1.084 0.006
H 0.729 -1.585 -0.634 0.128
H -0.867 0.105 1.226 0.056
H -1.337 -1.408 0.425 0.033
```

Computed properties:
total energy: -72716.12784 eV
relative energy (zero: lowest compared OMol25 entry of this formula, charge and spin): 22.6 kcal per mole
E_HOMO: -10.62 eV
max |F|: 0.0347 Eh/bohr
molar mass: 714.6 g mol⁻¹

---

[5]
Entry from the Open Molecules 2025 dataset: a 7-piece molecular cluster, C28H42O21 overall (wB97M-V/def2-TZVPD).

```
91
Properties=species:S:1:pos:R:3:mulliken_charge:R:1
C -1.135 1.339 6.835 -1.559
C -2.361 1.254 5.978 0.607
C -3.430 2.297 6.290 -0.521
O -3.949 2.633 5.002 -0.370
C -3.024 2.323 4.069 0.629
O -3.059 2.683 2.936 -0.532
O -2.065 1.522 4.590 -0.180
H -1.376 1.275 7.899 0.430
H -0.646 2.307 6.696 0.366
H -0.388 0.567 6.653 0.358
H -2.797 0.251 5.991 0.141
H -3.026 3.204 6.745 0.323
H -4.194 1.896 6.952 0.324
C 3.505 1.906 -3.226 -1.242
C 4.437 2.381 -2.136 0.589
C 4.257 1.586 -0.843 0.170
O 5.585 1.468 -0.347 -0.372
C 6.451 1.634 -1.384 0.537
O 7.603 1.368 -1.334 -0.528
O 5.811 2.143 -2.460 -0.382
H 3.477 2.502 -4.136 0.472
H 2.487 1.936 -2.825 0.114
H 3.732 0.876 -3.512 0.313
H 4.238 3.445 -1.983 0.236
H 3.797 0.609 -1.011 -0.153
H 3.658 2.145 -0.125 0.224
C 0.809 0.224 2.424 -1.254
C -0.134 0.027 1.269 0.295
C -1.036 1.248 0.953 -0.005
O -0.848 1.476 -0.438 -0.385
C 0.093 0.634 -0.933 0.233
O 0.480 0.652 -2.054 -0.351
O 0.606 -0.140 0.040 0.033
H 1.256 -0.716 2.749 0.211
H 0.256 0.627 3.278 0.261
H 1.603 0.929 2.177 0.369
H -0.709 -0.892 1.403 0.264
H -0.595 2.038 1.563 0.370
H -2.085 1.081 1.152 -0.063
C 4.658 -1.429 2.307 -1.307
C 3.797 -2.624 1.978 0.550
C 2.987 -2.528 0.665 0.751
O 3.247 -3.755 0.004 -0.374
C 4.141 -4.490 0.708 0.510
O 4.469 -5.598 0.452 -0.533
O 4.626 -3.763 1.747 -0.404
H 5.375 -1.690 3.083 0.380
H 4.043 -0.604 2.675 0.279
H 5.199 -1.060 1.434 0.351
H 3.115 -2.839 2.808 0.234
H 3.310 -1.685 0.056 -0.192
H 1.920 -2.474 0.871 -0.241
C 0.249 -2.494 -3.120 -1.097
C 0.282 -2.011 -4.557 0.664
C 1.095 -0.737 -4.827 0.701
O 2.081 -1.149 -5.790 -0.407
C 1.912 -2.443 -6.111 0.579
O 2.533 -3.023 -6.941 -0.561
O 0.954 -3.008 -5.342 -0.450
H -0.211 -3.484 -3.101 0.456
H -0.369 -1.852 -2.493 -0.091
H 1.254 -2.568 -2.702 0.387
H -0.746 -1.898 -4.905 0.313
H 1.594 -0.304 -3.966 -0.569
H 0.477 0.032 -5.288 0.032
C -4.398 0.381 -3.715 -1.226
C -3.685 1.699 -3.923 0.401
C -3.188 2.421 -2.675 0.145
O -1.971 3.020 -3.121 -0.339
C -1.492 2.301 -4.166 0.664
O -0.396 2.387 -4.611 -0.536
O -2.438 1.453 -4.626 -0.350
H -3.774 -0.343 -3.194 0.105
H -4.726 0.016 -4.684 0.404
H -5.249 0.553 -3.048 0.375
H -4.275 2.344 -4.576 0.307
H -3.035 1.789 -1.802 -0.254
H -3.885 3.225 -2.436 0.336
C -3.038 -1.680 3.191 -1.275
C -3.826 -1.720 1.908 0.458
C -4.390 -0.362 1.446 -0.161
O -4.026 -0.290 0.069 -0.257
C -3.203 -1.321 -0.255 0.541
O -2.741 -1.501 -1.333 -0.409
O -2.983 -2.117 0.811 -0.420
H -2.218 -0.962 3.156 0.132
H -2.665 -2.676 3.430 0.407
H -3.682 -1.405 4.032 0.424
H -4.591 -2.496 1.982 0.353
H -3.932 0.409 2.063 -0.137
H -5.471 -0.380 1.543 0.378
```

Computed properties:
total energy: -72717.00937 eV
relative energy (zero: lowest compared OMol25 entry of this formula, charge and spin): 2.3 kcal per mole
E_HOMO: -10.12 eV
max |F|: 0.0279 Eh/bohr
molar mass: 714.6 g mol⁻¹

---

- The highest relative energy (zero: lowest compared OMol25 entry of this formula, charge and spin) belongs to which entry?
  C28H42O14

---

- The lowest molar mass belongs to which entry?
  C28H42NO2SiY

---

- total energy of number 5 (C28H42O21)?
  -72717.00937 eV